Arrangement a

C36H45F27O18 | ωB97M-V/def2-TZVPD

Structure (ORCA input):
```
! wB97M-V def2-TZVPD RIJCOSX def2/J DEFGRID3
* xyz 0 1
F -5.676 -4.715 -3.725
F -6.780 -9.365 -0.753
F -16.462 -6.410 -15.031
F -13.769 -1.107 -16.047
F -5.268 -0.360 -8.576
F -12.176 -0.098 -16.944
F -15.774 -11.158 1.707
F -7.139 -3.974 -2.421
F -11.971 -11.373 -9.646
F -6.741 1.283 -8.370
F -16.097 -11.737 -0.365
F -15.769 -4.466 -14.508
F -13.466 0.965 -15.413
F -11.365 -13.545 -5.814
F -12.751 -12.733 -8.084
F -12.517 -5.863 -9.549
F -14.419 -12.380 0.789
F -6.856 -3.049 -4.369
F -10.781 -14.030 -3.783
F -12.498 -14.951 -4.638
F -11.201 -7.049 -10.777
F -10.617 -12.304 -8.199
F -17.552 -5.290 -13.500
F -7.621 -11.287 -0.616
F -6.860 -0.414 -7.062
F -10.392 -6.048 -8.988
F -8.840 -9.583 -0.210
O -15.395 -5.281 -11.763
O -8.399 -1.536 -8.749
O -12.438 -14.116 -10.624
O -14.439 -9.808 -1.204
O -15.077 -7.302 -12.847
O -7.197 -0.775 -10.570
O -7.656 -6.450 -4.540
O -10.893 -8.319 -7.717
O -10.830 -0.469 -14.489
O -9.390 -10.571 -2.778
O -12.873 -12.551 -2.766
O -12.701 -1.602 -13.783
O -10.340 -14.453 -9.788
O -13.537 -12.152 -4.854
O -13.436 -9.775 0.808
O -7.377 -9.543 -3.330
O -12.690 -8.644 -9.096
O -8.936 -4.611 -4.894
C -11.148 -9.525 -6.955
C -10.010 -5.287 -5.463
C -13.602 -8.910 -1.909
C -16.365 -5.552 -13.977
C -13.807 -9.266 -11.962
C -11.792 -7.958 -8.709
C -12.876 -0.211 -15.805
C -8.613 -16.103 -10.310
C -11.797 -13.827 -4.579
C -12.165 -9.341 -1.967
C -9.317 -2.279 -9.512
C -6.901 -4.211 -3.744
C -11.448 -6.710 -9.542
C -7.613 -9.554 -4.784
C -11.544 -13.800 -9.840
C -7.902 -5.256 -4.391
C -10.024 -15.552 -10.646
C -11.529 -9.145 -5.504
C -7.854 -10.066 -0.983
C -15.227 -10.680 -5.704
C -14.269 -7.809 -11.794
C -11.710 -12.514 -8.924
C -11.946 -2.224 -12.728
C -12.006 -0.820 -14.708
C -10.747 -4.308 -6.427
C -15.195 -11.383 0.554
C -8.321 -10.070 -2.455
C -7.286 -10.905 -5.407
C -6.575 -0.030 -8.319
C -12.610 -3.560 -12.415
C -12.780 -12.816 -3.990
C -8.861 -3.687 -9.889
C -7.421 -0.845 -9.347
C -15.508 -6.024 -12.755
C -14.333 -10.179 0.075
C -14.701 -11.415 -4.478
H -12.074 -10.414 -2.139
H -14.543 -10.058 -11.825
H -16.248 -10.343 -5.529
H -13.255 -9.409 -12.891
H -11.927 -10.159 -7.379
H -9.789 -1.753 -10.342
H -13.022 -9.461 -11.231
H -8.386 -16.943 -10.966
H -6.224 -11.119 -5.290
H -13.960 -8.856 -2.937
H -15.411 -12.185 -4.175
H -10.738 -16.367 -10.526
H -9.636 -4.241 -10.418
H -10.125 -2.410 -8.792
H -7.541 -10.677 -6.442
H -7.842 -11.763 -5.028
H -11.839 -10.026 -4.942
H -12.224 -4.128 -11.569
H -15.234 -11.399 -6.524
H -12.479 -4.218 -13.274
H -10.679 -5.490 -4.626
H -8.577 -9.180 -5.129
H -13.664 -7.919 -1.460
H -7.962 -3.533 -10.486
H -8.546 -16.616 -9.351
H -10.958 -3.438 -5.805
H -10.634 -8.701 -5.069
H -10.134 -4.042 -7.289
H -6.956 -8.881 -5.334
H -11.973 -1.532 -11.886
H -7.861 -15.314 -10.337
H -10.124 -15.407 -11.722
H -11.625 -9.119 -1.046
H -14.874 -7.718 -10.892
H -14.580 -10.762 -3.614
H -13.687 -3.413 -12.332
H -13.316 -7.313 -11.608
H -12.284 -8.359 -5.546
H -14.580 -9.896 -6.099
H -11.630 -4.803 -6.832
H -8.553 -4.246 -9.006
H -10.938 -2.518 -13.018
H -10.261 -10.154 -7.017
H -9.768 -6.297 -5.795
H -11.643 -8.992 -2.858
*
```

Orbital gap ... 11.001 eV
SMILES ... CCOC(=O)C(F)(F)F.CCOC(=O)C(F)(F)F.CCOC(=O)C(F)(F)F.CCOC(=O)C(F)(F)F.CCOC(=O)C(F)(F)F.CCOC(=O)C(F)(F)F.CCOC(=O)C(F)(F)F.CCOC(=O)C(F)(F)F.CCOC(=O)C(F)(F)F
E_HOMO ... -11.035 eV
LUMO ... -0.03 eV

=====

Arrangement b

C36H45F27O18 | ωB97M-V/def2-TZVPD

Structure (ORCA input):
```
! wB97M-V def2-TZVPD RIJCOSX def2/J DEFGRID3
* xyz 0 1
F -3.132 4.819 0.849
F 4.508 1.245 3.915
F -0.498 8.836 -3.299
F 0.607 1.184 -4.846
F -4.523 -2.696 2.922
F 0.373 3.123 -2.430
F 4.910 -0.296 5.435
F -0.555 10.823 -2.501
F -1.372 -2.377 -6.566
F -3.456 -1.574 -6.265
F -2.515 1.260 5.080
F 3.159 1.006 5.565
F 1.606 -5.814 -1.449
F 1.232 9.555 -2.273
F 1.166 -0.842 -4.250
F -2.466 3.396 4.810
F 2.986 -6.456 -3.115
F 1.229 -0.310 -6.368
F -5.531 -2.730 0.964
F -1.815 -0.267 -6.117
F 0.056 2.944 -0.331
F -2.226 3.825 -0.869
F -0.818 1.498 -1.682
F -0.725 2.408 5.855
F -6.510 -3.780 2.654
F -4.217 4.383 -0.935
F 2.787 -4.306 -2.722
O -0.426 2.925 2.949
O 4.051 -4.724 -0.309
O -3.153 -1.519 -3.600
O 3.776 -0.220 -4.494
O -3.431 1.501 -0.048
O 3.034 1.768 -5.289
O -4.969 -5.775 2.136
O -4.422 2.790 1.637
O 1.361 0.212 -1.059
O -0.907 -2.378 -3.851
O -0.331 7.872 -0.691
O -1.048 0.697 3.251
O -3.245 -4.613 1.285
O 2.820 -0.580 2.752
O 2.767 -1.678 4.694
O 2.678 2.072 -1.645
O -1.438 9.841 -0.184
O 4.688 -6.681 -1.227
C -1.185 -5.310 0.305
C -1.108 -1.053 1.822
C -4.575 -4.740 1.766
C 0.397 5.974 0.674
C 1.644 1.492 -1.411
C -0.633 7.181 0.526
C 3.122 -0.692 3.922
C -1.713 2.304 4.915
C 2.556 -0.602 -0.849
C 5.259 -4.747 0.496
C -0.095 9.616 -2.271
C -3.298 3.946 -0.143
C 5.243 -3.649 1.632
C -3.736 2.567 0.467
C 1.034 -3.020 5.309
C 2.050 -2.020 -0.553
C -5.541 2.170 3.703
C -4.698 1.655 2.439
C 2.793 -5.477 -2.096
C 0.278 2.225 -1.431
C 2.812 0.533 -4.809
C -3.109 -1.662 -2.244
C -0.549 0.359 1.931
C 3.995 0.247 4.743
C -2.176 -1.498 -5.772
C -1.993 -1.899 -4.287
C -1.083 2.074 3.553
C 2.041 -2.854 4.126
C 1.470 0.114 -5.093
C -5.334 -3.371 2.130
C -2.359 -5.665 1.071
C 3.896 -5.658 -1.248
C 4.483 3.616 -5.945
C -0.655 9.164 -0.855
C -3.237 -3.169 -1.802
C 4.314 2.323 -5.149
H -2.352 -1.075 -1.765
H 2.995 -0.148 -0.008
H -4.045 -1.214 -1.794
H 5.538 -5.576 1.154
H -4.236 -3.578 -2.168
H 6.284 -3.352 1.822
H -1.117 -1.752 0.919
H -2.547 -3.719 -2.433
H -0.622 -4.436 0.596
H 4.452 2.217 -4.080
H -3.883 1.090 2.623
H 5.324 4.215 -5.787
H -5.244 3.240 3.937
H 6.128 -4.803 -0.306
H 3.167 -0.456 -1.751
H -2.818 -6.576 0.534
H 4.687 -3.787 2.487
H 5.051 1.495 -5.470
H 2.777 -3.568 3.869
H 1.427 -2.728 6.523
H -1.683 6.810 0.610
H -5.720 1.606 4.442
H -0.432 7.783 1.167
H 0.370 5.205 0.004
H -2.054 -1.063 2.119
H -0.327 -5.921 0.787
H 4.825 -2.749 1.391
H 0.566 0.628 1.595
H -1.233 0.829 1.274
H 1.292 6.409 0.303
H 1.413 -2.542 3.001
H 3.586 4.316 -5.843
H 1.856 -2.687 -1.424
H 2.846 -2.622 0.031
H 0.337 5.641 1.719
H -1.466 -5.134 -0.722
H -5.319 0.826 1.998
H -0.529 -1.733 2.486
H 0.483 -3.965 5.522
H -3.197 -3.286 -0.697
H 1.202 -2.142 -0.024
H -2.155 -5.985 1.946
H 4.412 3.328 -7.076
H 0.118 -2.377 5.219
H -6.532 2.496 3.363
*
```

Orbital gap ... 10.931 eV
SMILES ... CCOC(=O)C(F)(F)F.CCOC(=O)C(F)(F)F.CCOC(=O)C(F)(F)F.CCOC(=O)C(F)(F)F.CCOC(=O)C(F)(F)F.CCOC(=O)C(F)(F)F.CCOC(=O)C(F)(F)F.CCOC(=O)C(F)(F)F.CCOC(=O)C(F)(F)F
E_HOMO ... -11.037 eV
LUMO ... -0.11 eV

=====

Which of them is the most stable? Correct choice: arrangement a.